Record 1
Molecular formula: C27H51GaN7O8P3S2
Method: DFT, wB97M-V/def2-TZVPD

Output
HOMO-LUMO gap: 7.9078 eV
molecular weight: 828.53 g mol⁻¹
F_max: 4.47 eV Å⁻¹
charge: +2
HOMO level: -13.397 eV
E_LUMO: -5.49 eV
ΔE to the lowest compared entry with this formula, charge and spin: 74.5 kJ/mol

CARTESIAN COORDINATES (ANGSTROEM)
H: -15.0245 2.6147 -18.6844
C: -13.1936 -2.1375 -18.2285
H: -9.3939 3.2208 -15.7576
C: -17.5550 -1.6732 -12.8313
O: -15.8116 0.5094 -10.7775
C: -16.5655 -0.4908 -10.8797
C: -18.8836 3.3297 -15.5107
H: -12.9326 -3.1278 -18.7503
H: -12.7462 5.0264 -16.8940
S: -17.9311 -1.2448 -14.4837
N: -14.5849 3.2071 -13.3412
H: -14.3199 4.1298 -11.4948
H: -14.4968 -3.0117 -7.6451
O: -16.9888 1.9877 -15.3274
C: -16.4924 -3.5807 -7.9138
C: -20.4917 -4.5474 -12.3124
C: -20.0514 3.2477 -17.6654
H: -17.3831 -3.0194 -11.4226
H: -17.8756 -2.8676 -17.6620
C: -19.9046 3.8277 -16.3335
H: -14.1519 3.5969 -19.8497
H: -14.0509 -1.8041 -18.7943
O: -13.4542 -2.4087 -16.8537
H: -20.9314 -5.5434 -12.4649
N: -17.5016 -2.9565 -12.4149
H: -11.8461 2.9435 -12.6256
H: -16.4339 -4.3600 -7.1498
N: -12.7858 1.1882 -13.2588
C: -13.4134 4.6211 -17.6692
H: -10.1519 1.9925 -18.6529
N: -11.1103 2.2227 -16.6846
H: -13.9921 2.4553 -11.4071
H: -12.3531 -1.3688 -18.2310
H: -18.6944 -1.9087 -9.9221
H: -9.4207 1.1547 -17.2762
C: -10.3982 3.4657 -16.0946
H: -17.4062 0.2487 -12.6031
O: -14.8703 0.7585 -14.4965
N: -17.3772 -0.5927 -12.0448
H: -20.8124 3.6746 -18.2546
H: -12.7994 -0.5710 -14.3601
H: -11.1384 1.4317 -12.0363
C: -14.1450 -3.5835 -14.2753
C: -18.3287 1.6491 -17.1611
H: -14.5308 -4.3401 -13.5743
H: -15.6265 3.8659 -15.0455
H: -14.4806 4.8284 -17.4204
H: -19.5463 1.5495 -18.9483
C: -17.7227 -3.2756 -8.6013
H: -13.7647 1.8317 -19.5110
H: -21.3768 -3.9431 -12.3052
H: -11.0022 0.5436 -17.8890
H: -18.6369 -3.7884 -8.2463
C: -17.0388 -3.5300 -17.4037
H: -13.1745 5.2743 -18.4947
C: -14.0340 2.7914 -19.1169
C: -18.0487 -4.1331 -13.0790
H: -17.4129 -4.3055 -13.9335
C: -14.7361 3.1774 -11.8618
H: -13.7059 -2.8055 -13.6963
H: -14.6129 -1.0026 -9.1383
C: -15.4225 -2.7484 -8.1509
H: -15.7807 2.9524 -11.4942
C: -12.6819 -0.3078 -13.3123
H: -14.8234 5.2036 -14.2021
O: -15.8056 -2.6948 -17.5564
C: -10.3469 1.4395 -17.7165
H: -18.5593 3.8089 -14.5953
H: -17.1004 -3.9026 -16.3776
C: -11.6177 1.9023 -12.8682
H: -16.3604 4.4218 -13.5617
P: -14.9815 -2.0857 -16.2511
H: -11.7434 -0.5466 -12.8706
H: -13.5268 -0.6445 -12.7169
C: -19.5471 -4.0456 -13.4711
H: -17.9818 -5.0830 -12.4432
C: -17.7685 -2.2104 -9.4806
C: -19.2848 2.1911 -18.0381
C: -15.3522 4.2337 -14.0787
O: -13.1440 0.7838 -17.1550
N: -18.0899 2.3234 -16.0050
C: -15.4726 -1.6373 -9.0246
P: -12.7178 2.2052 -16.9131
H: -20.0465 -4.3851 -11.2814
C: -16.6405 -1.4211 -9.7934
H: -13.3094 -4.0627 -14.8973
H: -19.6608 -4.6215 -14.3961
Ga: -16.1067 0.1094 -15.6844
H: -10.9862 3.8367 -15.2466
H: -16.9643 -4.3396 -18.1593
P: -13.9760 1.9602 -14.1343
H: -10.7637 2.0899 -13.6311
H: -20.5160 4.6301 -15.9200
O: -13.4345 2.7575 -15.4665
S: -17.2430 0.4831 -17.7909
H: -10.2899 4.2777 -16.8757
N: -13.1275 3.2691 -18.0982
H: -19.7076 -3.0135 -13.7675
O: -15.2572 -3.2514 -15.1452

Löwdin atomic charge list, values in e, 4 entries: 0.065 -0.121 0.078 -0.619



Record 2
Molecular formula: C4H5NO2
Method: DFT, wB97M-V/def2-TZVPD

Output
HOMO-LUMO gap (spin up / spin down): 7.6791 / 8.8559 eV
molecular weight: 99.09 g mol⁻¹
F_max: 1.14 eV Å⁻¹
HOMO level (spin up / spin down): -9.538 / -9.446 eV
E_LUMO (spin up / spin down): -1.86 / -0.59 eV
ΔE to the lowest compared entry with this formula, charge and spin: 438.9 kJ/mol

CARTESIAN COORDINATES (ANGSTROEM)
H: -1.5213 -2.0571 -0.8697
H: -0.1998 -2.5614 0.2179
C: 0.5762 2.2561 0.7915
O: 0.2161 -0.9113 -0.9838
N: -0.8128 -0.0344 0.9268
H: 0.5586 1.6995 -1.3539
H: 1.3053 3.0711 0.6400
O: 0.0034 2.1258 1.8591
C: -0.0483 0.0326 -0.0724
H: -0.0518 -2.8265 -1.5454
C: -0.4372 -2.1604 -0.7734
C: 0.4116 1.3654 -0.3221

Löwdin atomic charge list, values in e, 4 entries: 0.095 0.095 -0.285 -0.060



Record 3
Molecular formula: C17H54N4O10
Method: DFT, wB97M-V/def2-TZVPD

Output
HOMO-LUMO gap: 9.9927 eV
molecular weight: 474.64 g mol⁻¹
F_max: 8.85 eV Å⁻¹
HOMO level: -9.606 eV
E_LUMO: 0.39 eV
ΔE to the lowest compared entry with this formula, charge and spin: 93.4 kJ/mol

CARTESIAN COORDINATES (ANGSTROEM)
H: -1.4530 5.8276 1.2949
H: 1.5890 2.2736 -3.8361
C: 0.9170 -1.0324 1.5449
N: 2.8660 0.6136 -2.7681
C: 0.8330 -5.0084 0.7749
N: 1.2710 1.8816 -2.8951
H: 1.1170 4.9876 2.6429
O: -0.4320 0.7706 0.7179
O: 0.8430 -0.1324 -1.6371
H: -1.0210 -2.2954 0.3399
C: 0.7700 0.4806 1.3439
H: 3.3670 4.4106 0.7259
O: -4.2010 -1.6184 2.2859
H: -0.5830 4.6556 3.0669
O: 0.2690 -4.7504 -1.5631
H: -2.8740 -0.6254 -2.6291
C: 3.5880 3.3296 0.7239
H: 0.6350 -5.7124 1.6329
H: 0.1430 -1.4434 2.2299
H: 3.2070 2.5686 -2.0541
C: 1.6400 0.7656 -2.3501
H: -3.3510 -2.7264 0.0059
O: -0.5990 5.9826 0.9209
H: -3.2630 -2.3464 -1.7451
C: 0.2470 4.4246 2.3759
H: -2.2710 1.2856 1.2919
H: 0.2910 2.2396 -2.7041
C: -2.8560 0.4196 -2.8541
H: -2.8540 -1.0614 3.5019
H: 3.7450 -4.5504 -1.2811
H: -0.6950 -6.0084 -0.4721
H: -0.8000 -1.9454 -1.4191
H: 0.6120 3.4056 2.3249
H: -0.6500 -4.4024 -1.4401
H: -4.1760 2.5486 4.0919
C: -3.1760 2.8896 3.8469
H: -1.0620 0.2226 -4.0921
H: -2.2410 1.0046 3.5469
O: -2.9960 1.7536 1.7569
H: -2.7650 3.1706 4.8209
H: 4.3470 1.6326 -0.5261
C: -1.4750 -1.8634 -0.6161
C: -2.9090 -1.5924 2.5579
H: -1.7980 1.7306 -4.2231
C: -2.7170 -2.7074 -0.8631
C: 3.3770 -2.4814 -1.0431
H: -2.2650 -1.0454 1.8719
C: -2.3900 1.9416 2.9959
H: -1.3840 2.4026 2.8169
H: -0.3020 0.7876 -0.1781
H: 4.1030 3.0396 1.7099
C: -0.0830 4.7556 0.9589
H: 1.6180 -1.8694 -1.3361
C: 0.3630 -5.6804 -0.5491
H: 1.9670 -1.3654 1.8499
H: 0.7970 4.5636 0.2229
H: -2.6290 -2.6154 2.6219
H: -3.0780 0.9506 -1.0821
H: -3.8790 0.6056 -3.0901
H: 0.9270 0.9476 2.3109
N: 4.1090 -3.5804 -1.1411
H: 1.8700 -4.7184 0.7999
H: 1.6390 0.7466 0.7579
H: -0.7070 4.0526 0.3939
H: 0.8700 -1.5614 0.6149
H: 0.9490 -6.5484 -0.9221
H: -2.4350 -4.5964 -0.4031
H: 2.5010 2.9716 0.5999
O: 3.9350 3.1086 -1.8001
C: 4.3420 2.7136 -0.5381
O: -2.3440 -4.0414 -1.1581
H: 0.2770 -4.0674 0.8559
H: 3.4000 -0.0924 -2.1981
O: 3.8970 -1.2114 -1.0451
H: -3.3400 3.7996 3.2839
O: -2.4110 1.1166 -1.7581
H: 5.1010 -3.4584 -1.0481
N: 2.1420 -2.7104 -1.1841
H: -1.7060 -0.8544 -0.3921
H: 1.6460 -3.6094 -1.0031
C: -2.0000 0.6846 -4.0521
H: -2.4810 0.3486 -4.9321
H: -4.2730 -1.1364 1.4489
H: 3.3970 1.2126 -3.4131
H: 5.3990 3.0396 -0.2491

Löwdin atomic charge list, values in e, 4 entries: 0.083 0.172 -0.083 0.144



Record 4
Molecular formula: C4H9NO2
Method: DFT, wB97M-V/def2-TZVPD

Output
HOMO-LUMO gap: 10.6112 eV
molecular weight: 103.12 g mol⁻¹
F_max: 3.45 eV Å⁻¹
HOMO level: -10.013 eV
E_LUMO: 0.60 eV
ΔE to the lowest compared entry with this formula, charge and spin: 110.0 kJ/mol

CARTESIAN COORDINATES (ANGSTROEM)
C: 1.4505 -0.4372 -1.5644
H: 0.4335 0.6698 2.1578
O: -2.3253 0.7988 -0.0782
H: 1.5014 -0.5149 -2.6562
C: -1.5457 0.5124 0.7805
H: -0.2431 -1.1983 0.5143
C: 0.0883 0.0180 -1.0835
H: 1.7744 -1.3835 -1.0978
H: -0.6587 -0.6582 -1.5328
C: -0.1808 -0.1037 0.4026
O: -1.8997 0.2723 2.1073
H: 1.4504 -0.3262 1.5049
H: -0.0910 1.0557 -1.3814
H: -2.8298 0.5092 1.9421
N: 0.8776 0.4792 1.2603
H: 2.1980 0.3067 -1.2756

Löwdin atomic charge list, values in e, 4 entries: -0.112 0.064 0.126 0.074



Record 5
Molecular formula: C6H13N5O3
Method: DFT, wB97M-V/def2-TZVPD

Output
HOMO-LUMO gap (spin up / spin down): 4.8674 / 7.4220 eV
molecular weight: 203.20 g mol⁻¹
F_max: 4.42 eV Å⁻¹
HOMO level (spin up / spin down): -6.349 / -7.337 eV
E_LUMO (spin up / spin down): -1.48 / 0.08 eV
ΔE to the lowest compared entry with this formula, charge and spin: 418.6 kJ/mol

CARTESIAN COORDINATES (ANGSTROEM)
C: -1.0869 -2.0051 0.9948
C: 2.7503 1.2236 0.5801
C: 1.4110 1.4320 1.2472
H: 1.0768 1.7652 2.1827
H: 2.5777 -0.6277 -1.8209
H: -1.4762 -0.5839 -0.9012
N: 3.0557 0.2077 -1.5742
H: -2.4621 -3.5430 1.6757
H: 3.3934 2.1228 0.6999
N: -2.4473 1.3128 0.2764
N: 0.2136 1.1994 -1.9935
H: 3.2765 0.2103 0.8527
H: -3.2398 -2.0796 1.0061
O: 0.8994 0.9925 -2.9946
N: 0.4104 1.3467 0.4070
H: -1.0369 -1.7516 1.9997
O: -1.7419 0.2793 0.9656
C: -2.4135 -2.7969 0.8894
O: -1.0477 1.4794 -2.0291
H: -0.1914 -2.5315 0.6965
C: -1.2308 -0.6729 0.2169
H: -2.6890 -3.4638 0.0322
C: 0.8947 1.1309 -0.8221
H: -2.6629 1.9955 0.9561
N: 2.3058 1.0305 -0.7606
H: -1.8834 1.6617 -0.4500
H: 3.3446 0.6655 -2.3325

Löwdin atomic charge list, values in e, 4 entries: -0.176 -0.123 -0.055 0.095



Record 6
Molecular formula: C3H3FO4Sc
Method: DFT, wB97M-V/def2-TZVPD

Output
HOMO-LUMO gap (spin up / spin down): 6.0036 / 6.1119 eV
molecular weight: 167.01 g mol⁻¹
F_max: 7.00 eV Å⁻¹
charge: +4
HOMO level (spin up / spin down): -28.244 / -28.367 eV
⟨S²⟩: 0.771
E_LUMO (spin up / spin down): -22.24 / -22.26 eV
2S+1: 2

CARTESIAN COORDINATES (ANGSTROEM)
O: -1.5258 -2.9731 0.0353
Sc: -1.6602 -4.7938 1.0297
C: 0.3754 -1.7305 -0.4460
O: 0.2404 3.0155 -0.6787
H: -0.9811 1.5849 -1.1590
H: 1.5964 0.7239 0.0737
C: 0.5401 0.8566 0.3837
O: -0.1046 -0.3776 0.3134
C: -0.1194 1.8298 -0.5164
O: -0.2743 -2.7273 -0.5463
H: 0.5643 1.2617 1.4158
F: 1.3489 3.3300 0.0947

Löwdin atomic charge list, values in e, 4 entries: -0.066 2.331 0.369 0.290



Record 7
Molecular formula: C21H28F3MnO4
Method: DFT, wB97M-V/def2-TZVPD

Output
HOMO-LUMO gap (spin up / spin down): 6.3315 / 8.7431 eV
molecular weight: 456.38 g mol⁻¹
F_max: 3.71 eV Å⁻¹
HOMO level (spin up / spin down): -7.013 / -8.962 eV
⟨S²⟩: 6.133
E_LUMO (spin up / spin down): -0.68 / -0.22 eV
2S+1: 5
ΔE to the lowest compared entry with this formula, charge and spin: 159.7 kJ/mol

CARTESIAN COORDINATES (ANGSTROEM)
O: 0.3460 0.1990 0.4999
H: -0.0202 2.6051 -1.7137
H: -0.4941 2.1224 0.6285
C: -2.1729 -0.0197 2.3491
C: -0.1042 0.6623 -6.5699
C: -2.3663 -1.2630 3.0510
H: -0.1979 -0.0180 -2.6508
C: 1.3288 -1.3964 -6.2578
H: 1.4055 1.5210 -1.6594
H: -1.0150 -2.4674 -5.3206
C: 0.3754 1.6682 -1.3228
H: 0.7383 -1.9136 5.7953
C: -0.1907 -0.5675 -0.5864
O: 0.1595 -0.0636 -4.4768
Mn: -0.4113 -0.7018 3.3856
C: -1.1501 -1.5805 -5.9548
C: -1.8248 0.9830 3.3178
H: 0.6937 0.8953 -7.2822
C: -0.4640 0.4203 -1.6954
F: 1.3217 4.0585 5.5078
C: -1.8243 0.3779 4.6224
C: 0.3549 -2.4012 2.4598
H: -1.2484 -1.9152 -7.0037
C: 0.0627 -0.6814 -5.8068
H: -2.7106 -2.1961 2.5987
H: 1.2014 -1.7722 -7.2904
H: -1.7017 0.9014 5.5682
H: 2.1963 -0.7223 -6.2622
H: 1.0142 1.8104 -5.0779
C: 0.0818 1.2389 -5.1645
H: -2.3136 -1.7052 5.2931
C: 2.0050 3.2082 4.6871
H: 2.0546 -1.1177 1.6980
H: -0.7891 -3.4356 4.1224
H: 2.5197 -0.5753 4.2866
H: -0.7824 1.8227 -4.8287
H: -2.0679 -1.0434 -5.6786
C: 0.7519 -1.8932 4.7010
H: -1.5259 0.6810 -1.6924
F: 2.3270 3.8951 3.5609
C: 1.6904 -1.1691 3.9045
H: 0.5748 -1.3152 -0.8250
H: 1.2757 1.9778 0.7032
C: 1.4492 -1.4744 2.5300
H: -0.0117 -2.8847 1.5489
H: -1.7012 2.0460 3.1063
C: 1.1567 1.9070 4.3827
C: -2.1570 -1.0118 4.4664
H: 1.5206 -2.2595 -5.6083
H: -2.3862 0.1737 1.3005
C: 0.3828 1.6156 0.1898
C: -0.0648 -2.6853 3.8124
O: 0.8010 1.2762 5.4083
H: -1.0857 -1.1136 -0.2505
H: -1.0985 0.8209 -6.9990
O: 0.9158 1.5938 3.1733
F: 3.1747 2.8816 5.3191

Löwdin atomic charge list, values in e, 4 entries: -0.212 0.112 0.117 -0.125



Record 8
Molecular formula: C42H65N5OOsPSe
Method: DFT, wB97M-V/def2-TZVPD

Output
HOMO-LUMO gap (spin up / spin down): 6.9492 / 3.1207 eV
molecular weight: 956.18 g mol⁻¹
F_max: 2.66 eV Å⁻¹
charge: +3
HOMO level (spin up / spin down): -14.645 / -15.102 eV
⟨S²⟩: 6.072
E_LUMO (spin up / spin down): -7.70 / -11.98 eV
2S+1: 5

CARTESIAN COORDINATES (ANGSTROEM)
H: -18.2745 6.5266 17.8420
H: -10.3490 5.3842 17.9354
H: -12.9882 6.1932 22.6385
H: -10.6369 7.6696 17.4672
C: -8.1896 6.0308 12.9886
H: -16.8228 10.0533 18.3609
C: -11.8922 10.1086 19.5979
C: -18.0586 8.9472 14.8180
C: -18.8250 3.0097 14.2256
H: -17.6239 11.8226 14.0902
C: -9.2676 -0.0273 15.1278
C: -10.1808 4.4459 12.6736
H: -9.9036 7.3797 12.9380
H: -14.4793 10.1696 19.2473
H: -13.7943 8.4125 12.6061
H: -10.8888 10.4839 19.8345
H: -14.6204 5.5031 22.7379
C: -9.3671 1.5064 13.2528
H: -14.6194 3.6008 20.4939
H: -16.4169 3.7009 13.1936
C: -17.4029 5.8769 17.9973
Os: -13.9383 7.6195 15.6873
H: -8.7124 -0.5197 13.1138
H: -8.6178 2.9683 18.6471
H: -13.5318 11.3679 17.2853
Se: -11.1946 6.0319 15.3483
H: -8.7658 5.0119 11.1806
H: -10.7405 4.3426 19.3117
C: -11.8053 9.2681 18.3257
H: -18.8821 8.6200 14.1657
N: -14.7132 6.1048 16.6914
H: -12.0887 3.7245 17.4365
C: -9.8387 2.4629 14.1421
H: -17.7062 5.1072 18.7164
H: -10.9868 2.3920 17.8631
H: -8.8680 7.4380 11.4915
H: -9.8833 0.6664 17.0623
H: -11.5276 9.9350 17.4937
H: -13.5139 4.4458 14.4586
H: -8.0317 3.9269 16.4470
H: -16.2662 8.5307 19.0497
H: -8.4172 4.5383 19.4213
H: -18.9473 4.3551 16.5581
C: -14.8115 11.4970 13.1023
C: -10.7443 8.1813 18.4301
H: -7.1227 6.1025 12.7437
H: -13.9574 6.1186 13.9897
H: -9.7780 8.6242 18.6836
H: -12.2373 9.5240 20.4571
H: -13.8045 11.8417 13.3611
H: -18.4623 2.5035 13.3280
N: -10.2296 3.7694 13.9465
H: -14.6425 10.5048 16.1943
H: -10.6262 3.7709 11.9282
H: -15.0933 3.8905 18.0898
H: -10.9955 7.4487 19.2035
H: -18.7942 10.7358 13.3332
N: -10.5822 3.3115 16.0786
N: -17.1249 9.7726 14.0730
C: -16.1099 9.2322 18.2257
C: -14.4022 5.9233 18.0137
H: -13.2529 4.4330 22.4656
H: -15.2763 11.6759 17.3712
H: -6.8409 4.4844 17.6233
C: -17.7279 10.9352 13.4550
C: -9.7498 0.9158 16.0148
H: -8.0944 3.9451 12.4246
C: -9.0864 0.2599 13.7698
H: -16.3316 8.7315 17.2752
C: -14.5186 10.9016 17.2106
C: -13.8432 5.5854 20.7613
H: -19.7163 3.5876 13.9612
P: -13.4286 8.4853 17.8035
H: -17.5551 8.0639 15.2061
H: -8.1279 5.5791 17.1043
H: -9.2296 1.7223 12.1982
H: -16.6075 6.4706 18.4361
C: -15.7547 5.4267 16.0668
H: -17.3047 11.1270 12.4653
C: -17.9890 4.4875 16.0615
C: -15.8706 9.3363 13.9004
C: -8.8694 7.3323 12.5811
C: -15.5826 4.8983 14.7551
H: -8.2565 5.8945 14.0770
H: -13.1381 9.1244 14.1358
H: -19.1540 2.2569 14.9525
C: -8.7508 4.8111 12.2588
C: -14.6665 4.7026 18.6666
C: -14.4007 4.5476 20.0054
H: -12.5331 10.9868 19.4809
C: -7.8956 4.5350 17.3465
H: -10.7962 5.3506 12.7430
H: -15.5242 12.0372 13.7275
H: -18.4892 9.5325 15.6402
N: -14.8762 10.0607 13.3253
C: -17.7879 3.8841 14.8238
C: -13.6508 5.4255 22.2268
C: -13.6283 9.3523 13.1420
C: -10.6773 4.2636 15.1212
H: -12.9449 9.9682 12.5559
H: -8.3335 8.1836 13.0069
H: -14.9903 11.7458 12.0479
O: -15.5764 8.1642 14.3091
C: -13.7751 6.9619 18.7607
C: -10.2458 4.3664 18.3331
C: -8.7596 4.0480 18.5035
C: -14.6927 9.7855 18.2412
C: -11.0381 3.4041 17.4468
H: -9.0310 -1.0197 15.4905
C: -13.5096 6.7746 20.1092
H: -14.4192 4.7415 12.9663
H: -13.0586 7.5690 20.6959
C: -10.0473 2.1730 15.5045
C: -17.0199 5.2473 16.6954
C: -14.2976 5.0609 14.0025
C: -16.5781 4.1381 14.1763

Löwdin atomic charge list, values in e, 4 entries: 0.105 0.047 0.091 -0.006



no.,total energy (Eh)
1,-5789.551141
2,-360.502263
3,-1651.348028
4,-363.043629
5,-735.567195
6,-1275.185252
7,-2568.415313
8,-4820.936214